{"formula": "C46H120N16O12", "method": "ωB97M-V/def2-TZVPD", "species": ["H", "N", "N", "H", "O", "H", "H", "H", "H", "C", "H", "C", "H", "H", "H", "H", "H", "N", "O", "N", "H", "O", "C", "N", "H", "H", "H", "H", "H", "H", "H", "N", "C", "H", "H", "N", "C", "H", "C", "C", "N", "H", "C", "N", "H", "H", "C", "H", "H", "H", "N", "H", "H", "O", "H", "N", "C", "O", "O", "C", "H", "H", "H", "H", "N", "H", "O", "H", "O", "C", "H", "H", "C", "H", "H", "C", "N", "H", "C", "H", "H", "H", "O", "C", "H", "H", "H", "H", "H", "H", "H", "H", "H", "N", "C", "C", "H", "H", "H", "H", "H", "C", "H", "C", "C", "C", "H", "H", "C", "O", "C", "H", "C", "C", "H", "H", "C", "H", "H", "N", "H", "H", "H", "H", "C", "C", "C", "H", "H", "H", "H", "C", "O", "H", "O", "H", "C", "H", "C", "H", "H", "C", "H", "C", "H", "H", "H", "C", "H", "H", "H", "C", "H", "H", "H", "C", "H", "H", "H", "C", "H", "N", "H", "C", "C", "H", "H", "H", "H", "H", "H", "C", "H", "C", "H", "H", "H", "C", "H", "H", "H", "H", "H", "H", "H", "C", "H", "H", "C", "H", "H", "H", "H", "H"], "coordinates": [[0.11950, 6.46480, 3.71387], [-8.79550, -1.55419, -4.22434], [-0.73268, 6.09840, 4.11340], [-3.46265, -0.71062, -1.25037], [-10.56544, -2.44171, -3.16571], [3.94163, 3.84837, 11.01079], [-3.10629, 6.67152, -0.07163], [-1.40240, 6.19558, -7.75157], [-3.30601, -3.55934, -10.12414], [2.68326, -1.82659, -10.50974], [7.92119, 1.64638, -0.38532], [-1.78264, 7.93036, 2.69339], [6.76886, 6.33901, -3.66456], [6.83977, -2.17636, -10.50387], [-2.19852, 8.23035, 0.19917], [3.17749, -0.96368, -10.06341], [-8.01969, -2.63326, 1.03037], [-10.17436, -2.87402, -5.32220], [-2.24196, 6.89009, 1.82456], [4.17817, -5.27478, -6.85799], [-0.51052, 3.45633, -6.55912], [-3.91382, -9.88335, 5.04831], [-2.80416, 7.43903, 0.64091], [6.49524, -3.07760, -10.80249], [6.29421, 5.03610, -1.50415], [3.20250, -5.19237, -6.61026], [1.98404, 5.21352, 10.93704], [2.56235, -0.60936, -3.28843], [-2.53306, 8.71922, 2.64171], [1.31137, 0.11520, 13.00925], [-5.36267, -3.99940, 8.61226], [-3.52304, 5.02133, -6.29082], [7.30667, 5.27946, -1.82631], [-2.01758, 4.78502, -5.02430], [9.29756, 2.64124, -0.87323], [-0.59851, -1.06236, -1.85668], [-1.55353, 3.58637, -6.84778], [-1.86703, -9.35522, 5.91205], [4.53424, -6.63137, -6.89615], [1.47563, -0.53714, -3.24478], [2.93206, 1.54849, 11.07282], [-3.40732, -2.77382, 6.48241], [3.30271, -7.42216, -6.40397], [-3.28764, -4.17276, -7.85433], [1.83765, 0.56624, -0.92553], [1.36299, -2.96773, -0.79950], [0.88687, -1.21829, -1.93635], [5.71639, -6.31942, -5.08525], [-0.93262, -0.19267, 1.47870], [3.49894, -8.49315, -6.35329], [-8.43385, -1.71415, 1.09199], [7.85876, 3.26082, 0.06606], [-3.66354, 8.04642, 0.92488], [-3.65663, -2.94098, 8.46214], [-11.04824, -3.37147, -5.41694], [8.00224, 5.62625, -0.58231], [-5.68677, -2.14561, 10.62020], [2.09743, -7.17617, -7.14407], [0.18175, 5.94641, -6.51241], [1.60665, -0.46798, -0.67034], [-1.58953, 9.08077, 5.49326], [1.69087, 5.90462, -5.10939], [5.25548, -4.41040, -13.53901], [6.00069, -7.88902, -5.63424], [-3.78112, -7.90071, 4.05743], [6.53547, -5.03011, -12.36304], [-5.23303, -3.18761, -7.64735], [-1.15400, 5.53487, 3.38882], [7.55775, 2.77816, -1.98700], [-3.02609, -2.19551, 7.32402], [-2.56854, -4.38903, -8.52977], [3.09687, -7.15110, -5.36848], [-1.08111, 8.15185, 5.23500], [8.99920, 4.10705, -2.77877], [-0.12077, 1.87145, 10.09710], [3.45068, 2.17582, 9.94683], [-2.16618, -8.57914, 5.33908], [-0.80684, 8.29060, 2.36760], [-1.77225, -2.37912, 0.03031], [-0.06252, 8.43796, 4.97284], [0.37778, 3.68081, 11.81695], [-2.12203, 2.66288, -6.73792], [3.59335, -2.87808, -10.88565], [-1.18231, 6.17273, -6.68427], [1.22638, 4.14261, 9.69369], [1.36710, -0.02574, 1.52082], [-4.78182, -2.59667, 11.02725], [-9.20887, -1.58889, 0.45659], [1.62168, 1.86217, 8.78020], [5.10846, 1.06750, 9.36895], [5.32723, 2.78201, 9.03148], [6.39394, -2.53047, -12.73311], [-0.30473, 0.68686, 11.37645], [-7.04353, -1.55569, 8.81424], [1.41808, 3.35551, 11.82485], [-8.57384, -0.95349, 2.19015], [0.94949, -1.51939, 1.03599], [-3.41138, -7.00185, 4.33209], [0.56155, -3.39671, -2.28691], [-4.75676, -7.99916, 3.81554], [6.67124, 7.39526, -2.26964], [-5.67329, -1.82352, 9.09217], [0.90426, 0.36650, 10.22013], [-1.31495, -0.99327, -0.51236], [-3.34542, -8.88159, 4.80218], [5.76598, -3.11997, -12.06509], [-4.84210, -2.73512, -9.87297], [-3.00090, 0.37060, 0.06152], [5.85151, -6.87744, -6.01178], [-7.93138, -1.22844, 3.25968], [7.23279, 6.56886, -2.70537], [5.43440, 2.17720, 10.79192], [0.91593, -0.50071, 0.64964], [7.93560, 4.04121, -2.54959], [2.08111, -1.44755, -11.33549], [1.43363, -9.10203, -7.15476], [0.60227, 5.84943, -5.11340], [-8.23704, -1.84295, -5.01481], [2.57527, -0.84895, -0.34671], [-9.47438, -0.07875, 2.06013], [-3.94375, 4.39012, -5.62397], [-1.93020, -7.63900, 5.62288], [3.96404, -2.34148, -12.94069], [1.17955, -1.03131, -4.17011], [5.01360, 2.06738, 9.79243], [5.56671, -4.55078, -12.50386], [4.45242, -2.36272, -11.96645], [1.87737, -2.14796, -9.84991], [-2.14910, -3.14500, -0.64756], [8.91341, 5.58747, -1.01633], [-1.03855, 7.65396, 6.20371], [-0.52641, -0.08324, 0.47315], [-1.25171, -1.94919, -2.74922], [-0.52895, 0.95457, 0.13991], [3.37446, 0.25953, 11.34666], [-10.00506, 0.00919, 1.20528], [-5.07463, -3.00057, 8.28444], [0.53471, 1.65485, 13.44314], [8.21468, 2.63102, -0.74926], [-1.53822, 3.82435, -7.91137], [-7.43212, -0.85620, 9.43053], [1.86916, 4.19270, 10.57256], [-3.12562, -4.49107, -6.90959], [2.69977, 1.77383, 8.64597], [1.05687, 0.46886, -3.27114], [-3.62211, 5.92057, -5.84178], [2.26183, -2.94440, -2.27705], [1.40211, 1.20048, 12.96433], [6.82105, -6.67760, -6.46805], [-2.62320, 6.92941, 4.39953], [4.71262, -1.32425, -11.76156], [-4.21199, -3.41798, -8.23791], [-1.94191, -2.16515, 7.43232], [-6.56334, -2.73174, 10.89617], [-1.48029, -1.26900, -3.38694], [1.58786, 1.82732, 11.62030], [-0.95215, -2.86236, 0.56136], [4.64760, -7.22736, -7.80172], [-5.12245, -0.90388, 8.89484], [1.06317, -8.12095, -6.85753], [-5.76951, -1.26059, 11.25107], [-4.04975, -3.24923, -9.51522], [-2.40043, 0.64532, -1.41694], [0.42914, 1.19271, 10.74903], [-1.61527, 7.24812, 4.13383], [4.73468, -5.06128, -12.01888], [-9.84648, 0.39332, 2.87179], [-1.68696, 7.01949, -6.21905], [-3.26201, -1.13585, 7.22615], [3.82218, 4.19760, 9.43607], [0.29545, -8.01047, -7.62335], [-2.61765, -0.21022, -0.77744], [0.06781, 6.62804, -4.56913], [-2.08241, 4.91418, -6.10468], [2.85875, 0.79167, 8.20078], [0.86239, -8.25049, -5.79403], [0.21445, 4.93440, -4.66574], [1.28563, -2.70601, -1.85479], [-5.46392, -3.02074, 7.26652], [8.25381, 6.68404, -3.06916], [3.11353, 2.45491, 7.90231], [-2.46000, -2.29042, 0.87128], [6.01773, -3.46990, -10.00362], [-9.59788, -2.54690, -6.08428], [2.30107, 1.43579, 13.53407], [-9.90279, -2.27669, -4.14954], [7.30323, 4.14095, -3.43178], [3.57505, 0.23514, 12.28515], [3.25772, 3.64463, 10.18686], [3.98601, -5.04217, -7.82186], [-7.34151, -1.22213, 7.90868], [7.91129, 6.60800, -0.36324], [1.94349, 3.77976, 12.68045], [-8.44678, -1.03782, -3.42944]], "forces_ev_per_angstrom": [[0.5875, -0.3068, -0.0577], [1.8069, 1.1886, -0.4615], [-0.6712, 0.1573, -0.6393], [0.2479, -0.4986, 0.1341], [-1.2912, 0.1034, 1.8824], [-0.2053, 0.0262, 0.6668], [0.2966, -0.0109, 0.2182], [0.2209, 0.1205, -0.0168], [-0.3390, 0.2481, 0.3973], [-0.4169, -0.2300, -0.2682], [0.2858, -0.3583, -0.2038], [0.0065, -1.4747, 1.2042], [-0.6364, -0.0765, -0.0370], [-0.1282, 0.1885, -0.3696], [0.7860, -0.4395, -0.3895], [0.3059, -0.1007, 0.1088], [0.1803, 0.4680, 0.7226], [-0.0911, -0.4617, -1.1959], [0.2917, 0.1733, -0.4707], [-0.6365, 2.0186, -1.9507], [-0.0291, -0.3400, 0.0283], [-1.8439, -3.6255, 0.0443], [-0.3786, 0.7705, 0.6954], [0.7063, -0.3265, 0.5602], [-0.2158, -0.5107, -0.4803], [-0.2629, -0.1586, 1.0351], [-0.1660, 0.1542, -0.4334], [0.0157, 0.4439, 0.4937], [0.1025, 0.3342, 0.5020], [-0.1933, 0.0083, -0.4259], [-0.2571, 0.1695, 0.7499], [0.2782, 1.3669, -0.4995], [-1.0416, 1.0862, 0.8532], [1.2366, 0.1805, 0.1820], [0.1356, 0.2625, 0.1415], [1.1048, 1.1388, 1.6504], [0.1696, 1.9088, 0.4434], [0.3719, 0.5205, 0.3211], [0.4117, -3.7508, 1.7758], [-1.1784, -0.7572, 0.7743], [-0.5030, 0.4061, 3.7198], [0.6519, 0.4549, -0.5446], [-0.2279, -0.6436, 1.6363], [6.5623, -4.4316, 3.8736], [-0.3243, 0.1969, -0.3214], [-0.0753, -0.1690, 0.1286], [1.3093, -0.1770, 0.8925], [0.2368, 0.4533, -0.1788], [-0.8165, 0.3629, -0.1792], [0.1462, -0.2596, -0.3773], [-0.2759, -0.6573, -2.4541], [0.2395, 0.6925, -0.4632], [-0.7007, -0.2881, 0.0516], [0.6581, 1.3569, -1.8579], [0.4017, 0.1899, -0.2473], [1.1803, -0.4863, -0.5407], [0.6023, 0.4547, 0.2188], [0.4360, 0.2219, -0.0491], [0.3352, 0.3896, 1.0634], [0.5695, 0.3541, -0.5976], [-0.4362, 0.0883, -0.6725], [-0.2837, 0.1151, 0.1899], [0.2996, -0.7976, -0.3538], [-0.5221, -0.4944, -0.3433], [-1.9278, 2.3659, -2.1890], [-0.3324, -0.4732, -0.3737], [-1.6572, 1.6678, 1.4305], [0.3498, -0.7117, -0.2125], [0.7628, 1.6054, -0.0280], [-0.7868, -1.1926, 1.1628], [0.0635, -0.1307, 0.7145], [-0.0491, 0.2376, 0.4434], [0.2878, 0.7357, 0.2430], [0.1448, 0.0972, 0.1412], [0.2910, -0.0123, -0.1956], [0.1834, 0.3582, -2.0211], [2.8872, -0.5564, 1.5110], [0.1484, 0.2466, -0.2012], [1.4417, -0.1537, 1.3525], [0.2198, 0.0394, 0.0842], [-0.3837, -0.7241, 0.9989], [-0.1442, 0.2356, 0.4690], [0.0405, 1.4810, -1.0582], [-2.5249, -2.8775, 0.7063], [-0.4246, 0.0133, 0.3133], [0.4331, 0.8796, -0.5691], [0.0790, -0.3689, -0.4864], [0.3655, -0.4508, -0.3543], [0.2353, 0.4335, -0.2750], [0.9004, -0.1083, 0.3156], [0.2027, 0.0785, 0.3691], [-0.0553, -0.3435, -0.5326], [-0.1282, 0.3139, 0.2173], [-2.3398, 0.0093, -0.5214], [-0.4104, 0.8646, -2.5003], [5.0179, -5.5256, 4.2213], [-0.3196, -0.5490, -0.2245], [-0.5146, 0.1073, -0.6419], [-0.0683, 0.2862, -0.1986], [0.0884, 0.5219, -0.0365], [0.6741, 0.0185, 0.2172], [-0.0594, -0.5421, 1.2158], [-0.1852, 0.1319, -0.4388], [-1.3175, 0.0019, -1.0657], [0.8520, 1.0374, 1.0714], [-0.4355, 0.5373, 2.0207], [0.4187, -0.0894, -0.8166], [-0.0137, -0.7442, 0.7273], [-1.3673, -0.4759, 0.3409], [-1.4446, 1.3035, -2.3105], [0.2405, -2.3133, -1.2650], [0.3974, 0.0144, -0.3548], [-1.4302, -1.1161, 0.1945], [-2.8902, 0.7045, -0.0498], [0.3709, 0.0164, -0.6736], [0.3722, -0.4647, 0.1039], [-1.3013, 0.0720, -1.2588], [0.7804, 0.8180, 0.6122], [0.4494, -0.6507, -1.3303], [-4.3270, 4.8012, -0.0092], [-0.1972, -0.3023, -0.0710], [0.0823, -0.3630, -0.0728], [-0.5706, -0.3061, -0.0157], [-0.4661, -0.2722, 0.1023], [-2.1851, -1.4308, -0.2729], [0.0929, 0.8388, -0.6814], [-0.2489, 0.0426, 0.7249], [0.5713, -0.6600, 0.4517], [-0.0646, 0.6517, -0.4484], [1.1835, 0.1657, 1.0721], [0.0938, -0.5096, -0.2594], [0.4905, -1.2683, 0.4418], [0.1664, 0.5882, 0.1065], [-0.3975, 0.0239, -0.0294], [-0.1304, -1.1943, -0.9219], [0.1226, 0.0847, 0.3103], [0.0448, 0.3555, 0.9104], [0.0660, -0.1038, 0.0719], [-0.5856, -1.6791, 0.8243], [-0.0896, -0.0409, -0.1116], [0.1504, -0.1462, 0.4430], [1.8278, -1.3123, 0.4301], [-0.3475, 0.2417, -0.1893], [0.7582, 0.3861, -0.4223], [0.5082, 0.2063, -0.0796], [-1.2395, 0.5781, -0.0863], [0.0518, 0.3108, -0.1792], [0.9690, -0.1687, 1.1725], [-0.3881, 0.6647, -0.3681], [-0.0459, -0.2411, 0.0383], [-0.1203, 0.2065, 0.3084], [-3.0894, -0.4999, -0.2851], [-0.0670, -0.7803, 0.0965], [0.1207, -0.3400, -0.3693], [-0.4859, -0.4817, -0.5747], [-1.1887, 0.1472, -1.2337], [0.5400, -0.1729, -0.2381], [0.6055, 1.3107, -1.1337], [0.8968, -0.2466, 0.0252], [1.7359, -0.8879, -1.1272], [-0.1582, 0.5134, -0.3219], [-1.6446, 3.0168, -5.0888], [0.3541, -0.1004, -0.5543], [0.4749, -0.1895, 0.3465], [-0.9362, 1.4336, -0.1333], [0.2754, 0.0694, 0.4052], [0.3485, -0.0523, -0.1670], [0.8402, 0.7898, 0.2880], [-0.8235, -0.0012, 0.3068], [-0.7688, 0.1747, -0.7447], [-0.5690, 0.7447, 0.8504], [-0.2378, 1.4098, -0.6649], [0.5781, 0.4738, 0.2023], [1.7416, -2.3250, -1.3803], [0.3365, -0.3541, 0.6057], [-0.7192, 0.7013, -0.0285], [0.4122, -0.3566, -0.1414], [0.0221, -0.2186, 0.5377], [0.5644, 0.5730, -0.5438], [0.2601, 1.1882, 0.5420], [-0.5813, 0.2219, -0.3859], [-0.5162, 0.4773, -0.2976], [-0.3576, -0.1616, -0.2161], [-0.8900, -0.5727, -0.4396], [-0.0377, 0.1978, 0.5604], [-0.7250, -0.8413, 0.2200], [0.6768, -0.6343, -0.7556], [0.2209, 0.2225, 0.0680], [0.5956, 1.8947, 0.6167], [0.7867, 0.8104, -0.6601], [0.7212, -0.2699, -0.5094], [-0.4176, 0.2380, 0.0312], [0.0263, -0.4528, 0.1460], [0.0866, -0.4198, -0.3368]], "lowdin_charge": [0.070, 0.154, 0.041, 0.079, 0.037, 0.116, 0.090, 0.121, 0.115, -0.121, 0.084, -0.170, 0.063, 0.068, 0.082, 0.084, 0.114, 0.146, -0.212, 0.047, 0.057, 0.081, -0.116, 0.030, 0.132, 0.069, 0.106, 0.079, 0.115, 0.090, 0.124, 0.007, -0.430, 0.109, 0.089, -0.110, -0.051, 0.111, -0.429, -0.036, -0.142, 0.077, -0.226, 0.169, 0.107, 0.068, -0.421, 0.065, 0.122, 0.118, 0.146, 0.075, 0.078, -0.203, 0.115, 0.018, -0.064, -0.204, -0.194, -0.133, 0.071, 0.092, 0.076, 0.057, 0.158, 0.080, 0.046, 0.064, -0.170, -0.056, 0.116, 0.123, -0.082, 0.128, 0.075, -0.557, 0.142, 0.120, -0.032, 0.072, 0.113, 0.063, -0.183, -0.198, 0.105, 0.118, 0.071, 0.091, 0.054, 0.077, 0.082, 0.138, 0.071, 0.005, -0.118, -0.730, 0.100, 0.105, 0.073, 0.119, 0.079, -0.425, 0.081, -0.447, -0.818, -0.455, 0.119, 0.079, -0.046, -0.043, -0.066, 0.090, -0.231, -0.184, 0.078, 0.074, -0.059, 0.104, 0.114, 0.168, 0.069, 0.102, 0.120, 0.068, -0.007, -0.058, -0.196, 0.079, 0.080, 0.062, 0.075, -0.139, -0.026, 0.124, 0.007, 0.120, -0.207, 0.097, -0.137, 0.067, 0.071, -0.145, 0.133, -0.013, 0.073, 0.056, 0.080, -0.069, 0.064, 0.132, 0.111, -0.846, 0.078, 0.075, 0.102, -0.478, 0.063, 0.134, 0.127, -0.103, 0.064, 0.147, 0.074, -0.025, -0.431, 0.080, 0.133, 0.107, 0.075, 0.112, 0.090, -0.069, 0.085, -0.402, 0.081, 0.091, 0.071, -0.041, 0.113, 0.077, 0.082, 0.081, 0.068, 0.099, 0.088, -0.771, 0.117, 0.092, -0.183, 0.076, 0.074, 0.063, 0.119, 0.116], "max_force_ev_per_a": 8.82, "lumo_ev": -0.05, "e_above_lowest_kj_mol": 1081.89, "smiles": "CC1(C)CCCC(C)(C)N1O.CC1(C)CCCC(C)(C)N1O.COC[C@H](C)N.COC[C@H](C)N.COC[C@H](C)N.COC[C@H](C)N.COC[C@H](C)N.COC[C@H](C)N.NC(N)=O.NC(N)=O.NC(N)=O.NC(N)=O", "homo_lumo_gap_ev": 7.620}